[1]
11
Properties=species:S:1:pos:R:3:forces:R:3:nbo_charge:R:1 method="wB97M-V/def2-TZVPD" relative_energy_kj_mol=81.4 spin_multiplicity=1 e_lumo_ev=0.85 charge=0 energy_ev=-16090.1473 gap_ev=9.930 max_force_ev_per_a=2.71 smiles="O=CCCS"
O 2.179 -0.089 -0.731 0.4 0.0 0.3 -0.52
C 1.183 0.345 -1.236 -0.3 -0.6 -0.2 0.44
C -0.204 0.246 -0.597 2.3 -1.0 1.0 -0.53
C -0.089 -0.409 0.825 -1.0 1.3 -0.6 -0.50
S -1.297 0.434 1.939 0.4 -0.3 0.2 -0.06
H 1.267 0.793 -2.244 -0.3 0.2 0.0 0.11
H -0.519 1.282 -0.548 -1.0 -0.1 -0.2 0.24
H -0.748 -0.511 -1.155 -0.7 0.9 -0.7 0.24
H 0.889 -0.264 1.268 0.1 0.0 0.0 0.24
H -0.308 -1.465 0.715 0.1 -0.1 0.4 0.22
H -2.353 -0.362 1.762 0.0 -0.1 -0.1 0.12

***

[2]
11
Properties=species:S:1:pos:R:3:forces:R:3:nbo_charge:R:1 method="wB97M-V/def2-TZVPD" relative_energy_kj_mol=190.6 spin_multiplicity=1 e_lumo_ev=0.81 charge=0 energy_ev=-16089.0150 gap_ev=10.158 max_force_ev_per_a=4.86 smiles=SC[C@H]1CO1
S 0.900 -0.420 2.113 -1.2 1.1 0.0 -0.07
C 0.941 0.364 0.433 2.2 -4.3 0.4 -0.50
C 0.113 -0.458 -0.505 -0.2 0.5 -1.2 0.04
C -1.231 0.024 -0.946 3.8 -0.3 0.3 -0.14
O -0.033 0.208 -1.770 -0.7 -0.3 0.5 -0.50
H -0.334 0.116 2.460 1.0 -0.6 -0.2 0.13
H 0.522 1.292 0.398 -0.3 3.0 0.3 0.22
H 2.054 0.222 0.161 -1.8 0.9 0.2 0.24
H 0.333 -1.511 -0.587 0.1 -0.2 0.1 0.19
H -1.815 -0.753 -1.338 -1.6 -0.3 -0.2 0.21
H -1.451 0.916 -0.418 -1.4 0.6 0.0 0.19

***

[3]
11
Properties=species:S:1:pos:R:3:forces:R:3:nbo_charge:R:1 method="wB97M-V/def2-TZVPD" relative_energy_kj_mol=300.2 spin_multiplicity=1 e_lumo_ev=0.79 charge=0 energy_ev=-16087.8794 gap_ev=9.833 max_force_ev_per_a=5.49 smiles="O=CCCS"
O 2.775 -0.897 -0.096 3.1 -0.6 -1.1 -0.49
C 1.797 -0.450 0.331 -5.3 -0.5 1.5 0.46
C 0.620 0.159 -0.556 -1.7 1.8 -2.1 -0.58
C -0.716 0.439 0.334 -1.8 3.2 -2.5 -0.58
S -1.865 -0.903 -0.100 4.1 -2.9 -0.9 -0.02
H 1.437 -0.697 1.485 0.8 1.0 -2.2 0.09
H 0.124 -0.386 -1.556 1.9 0.1 2.9 0.27
H 0.958 1.083 -1.281 -0.5 -1.6 2.6 0.26
H -1.402 1.248 -0.185 2.1 -0.8 0.5 0.23
H -0.762 0.946 1.337 0.9 -1.6 -0.4 0.25
H -2.967 -0.542 0.288 -3.6 1.8 1.6 0.09

***

[4]
11
Properties=species:S:1:pos:R:3:forces:R:3:nbo_charge:R:1 method="wB97M-V/def2-TZVPD" relative_energy_kj_mol=700.3 spin_multiplicity=1 e_lumo_ev=0.08 charge=0 energy_ev=-16083.7326 gap_ev=9.295 max_force_ev_per_a=5.68
C 1.227 -0.487 1.322 -3.4 3.2 2.1 -0.55
C -0.466 -0.507 0.390 0.9 -0.7 0.4 -0.62
C -0.895 1.152 -1.910 -2.5 1.0 -2.9 0.31
H 1.676 -1.406 1.281 0.6 -2.6 -0.2 0.17
H 0.996 -0.289 2.764 0.6 -0.3 -4.8 0.19
H 2.014 0.250 0.900 -2.0 -0.7 0.7 0.22
H -1.500 -1.173 1.212 3.6 1.8 -3.0 0.27
H -0.262 -0.929 -0.961 -0.7 0.7 4.7 0.24
H 0.018 0.459 -2.514 -2.1 1.6 2.3 0.18
O -1.761 1.659 -2.653 3.9 -2.0 3.6 -0.52
S -1.047 1.271 0.169 1.0 -2.0 -3.0 0.11

***

[5]
11
Properties=species:S:1:pos:R:3:forces:R:3:nbo_charge:R:1 method="wB97M-V/def2-TZVPD" relative_energy_kj_mol=51.0 spin_multiplicity=1 e_lumo_ev=0.86 charge=0 energy_ev=-16090.4615 gap_ev=10.142 max_force_ev_per_a=4.28 smiles="CSC(C)=O"
C -1.269 1.587 0.162 2.0 3.1 -2.2 -0.74
S -0.363 0.429 -0.830 0.8 -0.4 -1.1 0.17
C 0.412 -0.696 0.327 -0.9 1.4 0.1 0.43
C 1.662 -1.354 -0.156 -0.8 1.6 -1.1 -0.71
O -0.054 -0.689 1.423 0.1 -0.8 1.5 -0.55
H -1.542 2.341 -0.717 0.5 -1.2 2.1 0.23
H -2.153 1.238 0.532 -2.2 -1.1 1.2 0.22
H -0.642 2.112 0.934 -0.6 -0.6 -0.8 0.24
H 1.624 -1.067 -1.227 0.8 -0.8 0.4 0.23
H 2.460 -0.795 0.338 0.2 -0.4 -0.1 0.25
H 1.661 -2.400 0.046 0.2 -0.7 0.1 0.24

***

[6]
13
Properties=species:S:1:pos:R:3:forces:R:3:nbo_charge:R:1 method="wB97M-V/def2-TZVPD" relative_energy_kj_mol=20.1 spin_multiplicity=1 e_lumo_ev="-1.10 / -1.10" charge=0 energy_ev=-40360.0504 gap_ev="7.239 / 7.239" max_force_ev_per_a=5.09 smiles="C=[PH]=P1=P#P=CC1"
C -0.091 0.421 1.463 1.1 1.3 -4.8 -0.63
P 0.469 2.011 0.815 -0.4 -0.5 0.0 0.32
P 1.744 1.329 -0.901 0.5 -1.0 -0.4 0.26
P 3.368 0.158 0.095 -0.5 0.0 0.3 -0.10
P 2.332 -1.548 0.620 -0.6 0.6 -0.4 0.33
C 0.723 -1.174 -0.150 0.1 0.8 2.3 -0.48
C 0.814 -0.225 -1.282 -2.1 -0.5 0.5 -0.80
H -1.064 0.247 1.710 -2.5 -0.6 0.4 0.21
H 0.611 0.191 2.118 2.7 -1.5 3.3 0.18
H -0.553 2.374 -0.100 -0.1 -0.2 0.1 -0.02
H -0.034 -1.979 -0.219 0.5 0.5 0.2 0.23
H 1.329 -0.855 -1.974 0.8 0.1 -1.3 0.26
H -0.240 -0.182 -1.631 0.6 0.9 -0.2 0.24

***

[7]
10
Properties=species:S:1:pos:R:3:forces:R:3:nbo_charge:R:1 method="wB97M-V/def2-TZVPD" relative_energy_kj_mol=54.3 spin_multiplicity=1 e_lumo_ev=1.04 charge=0 energy_ev=-14042.3037 gap_ev=10.011 max_force_ev_per_a=2.38 smiles=SC1CC1
S 0.413 0.779 -1.136 0.1 -0.4 0.5 -0.03
C 0.071 0.178 0.552 -0.3 -0.1 -0.8 -0.35
C -1.157 -0.624 0.897 2.2 -0.9 0.1 -0.43
C 0.291 -1.269 0.887 -1.0 0.4 -0.3 -0.42
H -0.170 1.983 -1.053 -0.1 -0.1 0.1 0.12
H 0.358 0.865 1.336 0.2 0.0 -0.1 0.22
H -1.593 -0.410 1.862 -0.3 -0.2 -0.2 0.22
H -1.697 -1.097 0.094 -0.6 0.5 0.0 0.23
H 0.813 -1.470 1.803 0.0 0.0 0.3 0.22
H 0.455 -2.041 0.118 -0.1 0.8 0.2 0.22

***

[8]
10
Properties=species:S:1:pos:R:3:forces:R:3:nbo_charge:R:1 method="wB97M-V/def2-TZVPD" relative_energy_kj_mol=4.8 spin_multiplicity=1 e_lumo_ev=1.01 charge=0 energy_ev=-14042.8166 gap_ev=9.506 max_force_ev_per_a=0.48
C 0.715 0.000 -0.140 0.2 0.0 0.0 -0.42
C -0.286 -1.139 0.057 -0.3 -0.4 0.1 -0.49
C -0.286 1.139 0.057 -0.3 0.4 0.1 -0.49
S -1.721 0.000 -0.023 0.1 0.0 -0.1 0.14
H 1.537 0.000 0.575 0.0 0.0 -0.1 0.21
H 1.130 0.000 -1.147 0.0 0.0 0.0 0.21
H -0.309 -1.895 -0.724 0.1 0.0 0.1 0.21
H -0.236 -1.617 1.035 0.1 0.0 -0.1 0.21
H -0.236 1.617 1.035 0.1 0.0 -0.1 0.21
H -0.309 1.895 -0.724 0.1 0.0 0.1 0.21

***

[9]
11
Properties=species:S:1:pos:R:3:forces:R:3:nbo_charge:R:1 method="wB97M-V/def2-TZVPD" relative_energy_kj_mol=59.8 spin_multiplicity=1 e_lumo_ev=-0.16 charge=0 energy_ev=-24878.0880 gap_ev=8.513 max_force_ev_per_a=1.41 smiles="CCSC=S"
C -0.163 0.725 -1.672 0.0 0.3 0.5 -0.61
C -0.241 -0.190 -0.438 -0.6 1.2 -0.4 -0.53
S 0.503 0.630 1.015 -0.2 -0.5 -0.2 0.34
C 0.424 -0.619 2.210 0.0 -0.1 0.5 -0.51
S 0.755 -0.349 3.781 0.0 -0.1 -0.4 0.02
H -0.249 0.168 -2.607 -0.1 0.0 0.2 0.22
H -0.918 1.518 -1.643 0.0 -0.3 0.0 0.22
H 0.788 1.234 -1.658 0.5 0.1 -0.3 0.21
H 0.237 -1.108 -0.652 0.7 -1.0 0.0 0.21
H -1.283 -0.370 -0.225 -0.3 -0.3 0.2 0.22
H 0.146 -1.639 1.889 0.1 0.6 -0.2 0.21

***

[10]
12
Properties=species:S:1:pos:R:3:forces:R:3:nbo_charge:R:1 method="wB97M-V/def2-TZVPD" relative_energy_kj_mol=409.6 spin_multiplicity=1 e_lumo_ev="-0.24 / -0.47" charge=0 energy_ev=-35709.6134 gap_ev="7.952 / 7.564" max_force_ev_per_a=9.35 smiles="S/C=C/C(S)S"
S 2.846 0.128 0.294 -1.2 -0.6 0.2 0.08
C 1.508 -0.151 -0.811 -5.1 3.3 2.6 -0.37
C 0.099 0.498 -0.034 6.1 -4.0 -5.8 -0.18
C -1.208 0.176 -0.486 -2.2 -1.7 0.5 -0.49
S -2.374 1.433 -0.032 0.2 0.9 1.8 0.04
S -1.905 -1.546 0.146 -1.0 0.6 -2.6 -0.07
H 3.924 0.286 -0.430 0.5 0.0 -1.0 0.12
H 1.470 -0.414 -1.920 0.3 0.3 1.9 0.24
H 0.169 0.932 0.886 0.8 1.0 2.4 0.18
H -1.424 -0.016 -1.501 0.6 0.1 -1.4 0.24
H -1.873 1.466 1.284 -0.9 0.2 -1.3 0.12
H -1.199 -1.487 1.167 1.8 -0.1 2.8 0.10